{
  "formula": "C54H72FeN3",
  "method": "ωB97M-V/def2-TZVPD",
  "e_tot_ha": -3528.661825,
  "e_above_lowest_kcal_mol": 0.0,
  "spin_multiplicity": 5,
  "homo_lumo_gap_ev": [2.397, 3.536],
  "total_charge": -1,
  "symbols": ["C", "C", "C", "C", "C", "C", "C", "C", "C", "C", "C", "N", "C", "C", "C", "C", "C", "C", "C", "C", "C", "C", "C", "C", "N", "N", "C", "C", "C", "C", "C", "C", "C", "C", "C", "C", "C", "C", "C", "C", "C", "C", "C", "C", "C", "H", "H", "H", "H", "H", "H", "H", "H", "H", "H", "H", "H", "H", "H", "H", "H", "H", "H", "H", "H", "H", "H", "H", "H", "H", "H", "H", "H", "H", "H", "H", "H", "H", "H", "H", "H", "H", "H", "H", "H", "H", "H", "H", "H", "H", "H", "H", "H", "H", "H", "H", "H", "H", "H", "H", "H", "H", "H", "H", "C", "C", "C", "C", "C", "C", "C", "Fe", "C", "C", "C", "C", "C", "H", "H", "H", "H", "H", "H", "H", "H", "H", "H", "H", "H", "H"],
  "xyz": [[6.350195, -3.281315, 0.161846], [5.134456, -4.196821, 0.291180], [5.295865, -5.461640, -0.552964], [3.856429, -3.444816, -0.039485], [3.372894, -3.347700, -1.332851], [2.201317, -2.681668, -1.641247], [1.793702, -2.522123, -3.097111], [2.632063, -3.371605, -4.059251], [1.831311, -1.052600, -3.508476], [1.442069, -2.067709, -0.598815], [0.146122, -1.441409, -0.891495], [-1.015102, -2.027865, -1.497620], [-1.145150, -3.411348, -1.923043], [-1.470945, -3.685789, -3.262465], [-1.773359, -2.575201, -4.245406], [-3.275456, -2.531830, -4.549666], [-0.962207, -2.707093, -5.540273], [-1.592233, -4.996958, -3.680940], [-1.389891, -6.042803, -2.811509], [-1.108404, -5.778779, -1.490668], [-1.003153, -4.477965, -1.017937], [-0.822313, -4.214588, 0.467253], [-0.677480, -5.494336, 1.302483], [-1.962249, -3.354179, 1.010922], [-2.009147, -1.173457, -1.639004], [-1.595235, -0.011463, -1.141746], [-2.388044, 1.213585, -1.147159], [-2.325273, 2.105114, -2.240775], [-1.473422, 1.790434, -3.461973], [0.001276, 2.096099, -3.216105], [-1.933786, 2.532498, -4.727510], [-3.058904, 3.283795, -2.202052], [-3.875402, 3.586909, -1.134360], [-3.960017, 2.707800, -0.083583], [-3.233294, 1.527988, -0.065172], [-3.426259, 0.625555, 1.135998], [-2.135502, 0.435147, 1.921511], [-4.090223, -0.691854, 0.743988], [-0.255961, -0.100496, -0.658657], [0.478865, 0.932293, -0.178747], [1.993633, -2.100946, 0.721343], [1.356855, -1.423403, 1.915810], [2.252363, -0.298130, 2.447359], [1.029079, -2.407992, 3.043199], [3.168033, -2.783898, 0.961687], [6.262696, -2.418493, 0.823408], [7.277852, -3.800093, 0.405516], [6.438409, -2.909672, -0.858918], [5.047733, -4.505752, 1.349336], [4.393589, -6.072046, -0.516648], [5.484995, -5.211453, -1.596468], [6.132419, -6.068372, -0.206275], [3.951412, -3.806728, -2.114292], [0.753639, -2.871565, -3.167206], [2.601283, -4.426504, -3.785173], [2.282175, -3.288837, -5.088164], [3.674344, -3.050585, -4.054345], [1.109781, -0.477585, -2.930381], [2.818856, -0.628466, -3.322360], [1.599996, -0.919037, -4.566655], [-1.490283, -1.621760, -3.767508], [-3.855134, -2.401558, -3.634860], [-3.533076, -1.717465, -5.231682], [-3.609040, -3.464722, -5.010703], [0.107122, -2.758273, -5.334559], [-1.235554, -3.611748, -6.087134], [-1.135667, -1.862596, -6.212399], [-1.849144, -5.208767, -4.703554], [-1.464846, -7.060151, -3.159953], [-0.990447, -6.612236, -0.821724], [0.118404, -3.651955, 0.567073], [0.169692, -6.094523, 0.966118], [-0.529919, -5.275978, 2.362129], [-1.572436, -6.114481, 1.231128], [-1.963089, -2.378265, 0.529837], [-2.926241, -3.824754, 0.813222], [-1.885150, -3.197587, 2.088388], [-1.590952, 0.706875, -3.640008], [0.401950, 1.500553, -2.401803], [0.601156, 1.891083, -4.103080], [0.141410, 3.145948, -2.958708], [-3.002478, 2.407125, -4.902422], [-1.733299, 3.603263, -4.647510], [-1.404887, 2.177009, -5.614046], [-3.017062, 3.979606, -3.022887], [-4.457774, 4.496342, -1.130624], [-4.612935, 2.934518, 0.742461], [-4.127651, 1.144049, 1.814324], [-1.662660, 1.395664, 2.129508], [-2.304127, -0.075272, 2.871472], [-1.436194, -0.158928, 1.343544], [-5.099156, -0.528989, 0.360562], [-3.524942, -1.182035, -0.044910], [-4.152798, -1.377129, 1.590846], [0.030814, 1.892344, -0.035039], [1.528016, 0.838620, -0.011082], [0.411634, -0.984447, 1.569973], [2.553916, 0.387826, 1.657755], [1.750728, 0.275853, 3.226920], [3.173078, -0.692807, 2.878220], [0.434363, -3.248396, 2.688407], [1.938131, -2.811822, 3.490249], [0.475633, -1.916280, 3.844323], [3.562689, -2.830989, 1.961695], [0.219603, 3.121886, 4.346446], [-0.070997, 4.341424, 3.554710], [0.532664, 5.549009, 3.775424], [0.613452, 6.736999, 2.824742], [1.615981, 7.587812, 3.279908], [2.187214, 7.045240, 4.550076], [1.543500, 5.853865, 4.865683], [0.125394, 7.403146, 4.737455], [-0.587460, 8.506995, 6.413385], [-1.557679, 7.512295, 5.999213], [-1.920412, 7.786184, 4.620314], [-1.175172, 8.953087, 4.185635], [-0.353916, 9.398714, 5.294952], [-0.671385, 2.700800, 4.818117], [0.663371, 2.343993, 3.724960], [0.932366, 3.332058, 5.143341], [-0.691838, 4.238026, 2.683961], [-0.016648, 6.899388, 1.946804], [1.947142, 8.503221, 2.786536], [3.033424, 7.456624, 5.095854], [1.772917, 5.235331, 5.731023], [-0.160371, 8.611459, 7.412479], [-1.934062, 6.691311, 6.611687], [-2.578433, 7.177175, 3.997087], [-1.201495, 9.401564, 3.190210], [0.293754, 10.277377, 5.300149]],
  "forces_ev_per_a": [[0.025, 0.095, 0.031], [-0.181, -0.192, 0.268], [-0.027, 0.059, 0.035], [0.177, -0.002, 0.207], [0.173, -0.128, 0.138], [-0.400, 0.559, 0.258], [-0.287, -0.330, -0.222], [-0.072, 0.010, 0.170], [-0.024, 0.123, 0.113], [0.863, -0.716, 0.025], [-2.463, -0.689, -0.759], [1.811, 1.227, 0.874], [-0.659, -0.418, -0.392], [-0.211, 0.865, 0.180], [0.252, 0.587, -0.256], [-0.106, -0.007, 0.148], [0.013, -0.129, -0.018], [0.073, -0.164, -0.051], [0.021, 0.013, -0.110], [0.045, 0.029, 0.014], [-0.010, 0.588, 0.595], [0.437, -0.102, 0.423], [0.018, 0.005, -0.213], [-0.027, 0.119, -0.120], [-0.270, -1.384, -0.403], [1.410, 0.301, 0.591], [-0.575, 0.148, -0.182], [0.473, -0.482, -0.134], [-0.075, -0.180, -0.344], [0.126, -0.102, -0.020], [-0.140, -0.087, 0.158], [-0.017, -0.020, -0.002], [0.004, 0.084, -0.081], [-0.042, 0.000, 0.012], [0.289, -0.644, 0.170], [-0.384, 0.118, 0.537], [0.107, -0.059, -0.015], [-0.020, -0.105, -0.146], [0.495, 0.999, -0.122], [-0.559, -0.090, -0.137], [-0.649, 0.306, -0.508], [-0.605, 0.222, -0.064], [0.087, 0.024, -0.055], [0.068, -0.055, 0.002], [0.267, -0.287, -0.439], [-0.018, 0.012, -0.022], [0.008, -0.099, 0.044], [-0.019, 0.039, -0.096], [0.059, 0.099, -0.317], [-0.028, -0.030, 0.006], [0.040, -0.009, -0.079], [0.057, 0.036, 0.054], [-0.011, -0.075, -0.191], [0.428, 0.126, -0.164], [0.008, -0.058, -0.005], [-0.139, 0.109, 0.018], [0.065, 0.028, -0.021], [0.085, 0.080, -0.045], [0.068, 0.020, -0.011], [-0.034, -0.082, -0.053], [-0.167, -0.398, -0.376], [0.048, 0.061, 0.029], [0.143, 0.009, 0.039], [0.079, -0.032, -0.039], [-0.018, 0.018, 0.000], [-0.010, -0.015, -0.023], [-0.065, 0.015, 0.138], [-0.057, 0.043, -0.264], [-0.039, -0.168, -0.030], [0.038, -0.026, 0.195], [-0.331, -0.193, 0.079], [0.039, -0.002, 0.045], [0.019, 0.179, -0.114], [-0.087, -0.018, 0.002], [-0.104, -0.138, 0.276], [-0.085, -0.054, -0.024], [0.136, -0.037, -0.014], [0.125, 0.257, -0.049], [0.038, 0.140, 0.056], [-0.055, -0.026, -0.167], [-0.058, 0.098, 0.043], [-0.068, -0.016, -0.022], [0.035, -0.029, 0.000], [0.072, -0.099, 0.127], [0.087, -0.004, -0.154], [0.002, 0.108, 0.004], [-0.065, -0.022, 0.213], [0.214, -0.044, -0.307], [0.037, -0.029, 0.032], [-0.156, -0.005, -0.002], [0.114, -0.032, 0.154], [-0.028, 0.067, 0.022], [-0.171, -0.081, 0.076], [-0.004, 0.056, 0.084], [-0.133, 0.417, 0.039], [0.307, -0.216, 0.129], [0.295, -0.017, 0.207], [-0.106, 0.024, 0.051], [-0.082, 0.004, -0.050], [0.041, -0.182, 0.073], [-0.019, -0.007, -0.001], [0.071, -0.043, 0.011], [-0.032, 0.108, -0.048], [0.040, 0.060, 0.322], [-0.094, 0.045, 0.302], [-0.699, -0.247, 0.005], [2.603, 0.709, -0.777], [-0.411, -2.080, 0.460], [2.473, 0.060, 1.272], [0.988, 1.657, -2.213], [-1.286, -1.231, -1.079], [0.245, -0.943, 0.867], [-0.888, 0.571, -0.453], [-0.324, 0.835, -0.059], [-0.242, 0.908, 0.433], [-0.797, 0.403, 1.142], [-1.120, 0.391, 0.288], [-0.113, -0.206, 0.091], [0.061, -0.304, -0.145], [0.017, -0.006, 0.029], [-0.264, -0.083, -0.354], [0.248, -0.255, 0.375], [-0.138, -0.268, 0.315], [-0.308, 0.107, -0.177], [-0.191, 0.108, -0.323], [-0.055, -0.135, -0.460], [0.164, 0.319, -0.278], [0.262, 0.269, 0.294], [0.051, -0.251, 0.424], [-0.221, -0.413, -0.016]],
  "mulliken_charge": [-1.384, 0.192, -1.604, -0.326, -0.450, 0.679, 2.933, -2.530, -1.130, -0.025, -0.754, 2.669, -1.107, 1.239, 2.057, -1.835, -1.326, -0.369, -1.704, -0.580, -0.354, 2.328, -2.558, -0.887, -1.942, 3.302, -1.826, 0.796, 2.418, -0.956, -2.147, -0.513, -1.360, -1.160, 0.420, 0.820, -1.159, -1.158, 0.036, -2.509, 1.304, 1.972, -1.762, -1.427, -0.562, 0.338, 0.444, 0.277, 0.345, 0.359, 0.305, 0.448, 0.274, -1.475, 0.397, 0.448, 0.474, -0.072, 0.379, 0.408, -0.799, 0.408, 0.448, 0.357, 0.139, 0.396, 0.382, 0.406, 0.390, 0.518, -1.080, 0.408, 0.398, 0.505, -0.213, 0.408, 0.456, -0.808, 0.051, 0.375, 0.354, 0.453, 0.410, 0.453, 0.301, 0.405, 0.449, 0.731, 0.209, 0.603, 0.146, 0.465, 0.008, 0.388, 0.419, 0.416, -0.859, 0.349, 0.312, 0.399, 0.110, 0.408, 0.423, 0.354, -0.336, -0.887, 1.331, -0.906, -0.302, -0.607, -1.067, 0.195, -0.704, -0.671, -0.446, -0.401, -0.413, 0.241, -0.319, 0.321, 0.417, 0.394, 0.427, 0.406, 0.324, 0.418, 0.416, 0.403, 0.414, 0.394]
}